A 9-piece molecular cluster, C31H43FO27 overall. Source: the Open Molecules 2025 dataset; level of theory: ωB97M-V/def2-TZVPD.

Geometry as XYZ:
```
102
Properties=species:S:1:pos:R:3:forces:R:3:lowdin_charge:R:1
O 12.45694 8.21410 6.82673 -0.455 0.427 0.735 0.17
C 11.66366 7.34935 6.64525 1.450 -0.222 -0.941 -0.53
O 11.77135 6.09579 7.13217 0.277 -0.064 -0.425 0.07
C 11.08237 5.24240 6.21767 -1.710 -0.392 0.846 -0.04
C 9.99591 6.20588 5.68989 1.841 -1.723 -0.415 -0.32
F 8.93854 6.19934 6.53988 -0.301 0.429 -0.323 0.09
O 10.69141 7.41373 5.70101 -0.874 0.462 0.423 0.13
H 11.65009 4.75768 5.42121 0.589 0.625 0.073 0.14
H 10.63629 4.42981 6.79111 -0.078 0.104 0.029 0.13
H 9.76706 5.92743 4.66207 -0.772 0.459 0.124 0.14
C 15.65585 8.31556 3.39885 -0.171 0.123 0.413 -0.01
C 14.93615 7.03589 3.79345 0.478 0.886 -0.564 -0.31
C 15.68483 5.72701 3.57217 -0.934 -0.372 -1.370 -0.12
O 15.69514 5.09582 4.82798 0.273 0.219 0.470 0.07
C 15.04909 5.88079 5.75929 0.001 -1.110 -0.887 -0.53
O 14.80602 5.49241 6.85215 0.216 0.513 0.223 0.18
O 14.67911 7.03811 5.19656 -0.242 0.168 0.255 0.09
H 16.69870 8.29613 3.71483 0.063 0.005 -0.188 0.09
H 15.17663 9.16397 3.89091 -0.055 -0.082 0.072 0.09
H 15.54835 8.51337 2.33244 0.279 -0.217 -0.072 0.08
H 14.00667 7.01658 3.22166 -0.339 -0.035 0.510 0.13
H 16.63826 5.78875 3.04457 0.429 0.274 0.834 0.13
H 15.07803 5.14419 2.86706 0.018 -0.343 0.311 0.12
C 8.51029 -0.44837 5.04866 -0.874 -0.093 -0.354 -0.02
C 8.24696 0.10613 6.43027 1.317 -1.061 -0.440 -0.33
C 8.95594 1.38352 6.89447 0.121 -0.793 -0.660 -0.08
O 7.89903 2.02401 7.61820 1.414 0.705 0.546 0.08
C 6.74247 1.36005 7.50964 -0.284 0.304 -0.166 -0.57
O 5.76016 1.63993 8.11692 -0.010 -0.179 -0.229 0.17
O 6.86696 0.39373 6.57766 -0.287 -0.379 0.299 0.10
H 9.43148 -1.01816 4.93951 0.443 0.703 0.121 0.09
H 8.35311 0.33695 4.30882 0.428 -0.148 -0.219 0.08
H 7.77544 -1.23465 4.84747 -0.279 0.241 0.128 0.09
H 8.57124 -0.69787 7.10287 -0.629 0.073 0.397 0.15
H 9.41987 1.98010 6.10901 -0.900 0.427 -0.251 0.10
H 9.83163 1.09993 7.47803 -0.436 0.178 0.768 0.11
C 10.91123 2.29875 9.83099 -0.056 0.536 2.254 -0.01
C 12.27901 2.01608 10.45157 -1.395 -0.369 -1.074 -0.30
C 12.43808 0.77562 11.32848 -0.240 0.926 0.011 -0.08
O 13.80404 0.43867 11.05152 -0.266 -0.358 0.348 0.07
C 14.12452 0.90819 9.82381 -0.035 0.129 0.181 -0.57
O 15.16401 0.71879 9.28842 0.126 -0.172 -0.274 0.17
O 13.09286 1.63164 9.33322 1.027 0.325 0.041 0.07
H 10.94984 3.08644 9.08362 0.208 -0.463 -0.492 0.08
H 10.33015 2.78466 10.62651 -0.225 -0.252 -0.043 0.10
H 10.40345 1.37033 9.58843 -0.011 0.130 -0.535 0.07
H 12.64911 2.90240 10.97184 0.374 -0.052 -0.232 0.14
H 11.75452 -0.02911 11.05141 0.169 -0.117 -0.169 0.13
H 12.28822 1.02256 12.37654 0.344 -0.175 0.092 0.14
C 11.55679 5.79244 -1.53552 -0.335 -1.009 0.030 -0.02
C 12.17662 6.20198 -0.22364 0.032 1.391 0.010 -0.30
C 12.75951 7.64590 -0.19636 0.401 -1.062 -0.703 -0.08
O 12.35626 8.18147 1.05609 0.016 -0.104 -0.124 0.07
C 11.44582 7.35255 1.61625 0.751 0.023 0.258 -0.55
O 11.04500 7.46477 2.73033 -0.464 0.008 -0.292 0.17
O 11.15659 6.35114 0.76595 -0.836 -0.740 0.455 0.06
H 12.28435 5.66128 -2.33571 0.110 0.456 0.021 0.09
H 10.72834 6.43780 -1.82507 0.320 0.384 -0.058 0.10
H 11.09734 4.80127 -1.46016 0.115 -0.015 0.286 0.08
H 12.91581 5.49974 0.16869 -0.101 -0.174 -0.197 0.16
H 12.38195 8.21742 -1.04326 -0.074 0.295 0.214 0.13
H 13.84495 7.57364 -0.24428 0.016 0.409 0.057 0.13
O 11.00277 12.66025 8.29393 0.283 -0.608 -0.351 0.17
C 11.95084 11.95645 8.12048 -0.495 1.570 -0.987 -0.57
O 12.36144 10.99778 8.92034 0.115 -1.064 1.591 0.07
C 13.78200 10.88762 8.81753 -0.353 -0.552 0.103 -0.11
C 13.94825 11.28047 7.35523 1.425 -0.591 0.648 -0.14
O 12.81944 12.08902 7.05400 0.270 -0.094 0.673 0.06
H 14.22961 11.46146 9.63376 0.044 0.666 -0.515 0.13
H 14.13846 9.87413 9.00957 -0.522 -0.184 -0.244 0.12
H 13.98316 10.34564 6.79589 -0.423 0.219 -0.418 0.11
H 14.92380 11.76301 7.26337 -0.381 0.560 -0.543 0.13
O 13.87295 4.45611 12.55709 -0.039 0.243 0.394 0.15
C 14.10565 5.31796 11.77007 -0.015 -0.799 -1.133 -0.58
O 15.33251 5.60333 11.28744 0.272 -0.252 0.338 0.07
C 15.21726 6.46633 10.17141 2.022 2.094 0.277 -0.13
C 13.82372 7.03019 10.30609 -0.899 -1.222 -1.218 -0.09
O 13.17387 6.00606 11.08260 -0.166 0.339 0.520 0.06
H 15.95846 7.27744 10.26919 -0.229 0.031 0.663 0.13
H 15.63170 6.06879 9.24302 -1.271 -0.994 -0.084 0.12
H 13.33247 7.01986 9.33172 -0.111 0.402 0.119 0.12
H 13.69446 7.97987 10.81955 0.351 0.053 -0.013 0.13
O 6.14097 9.85801 6.60108 -0.072 0.315 0.253 0.19
C 6.42649 9.43815 5.53802 -0.857 -0.099 -0.520 -0.55
O 7.55611 9.69435 4.85883 0.771 -0.334 0.188 0.08
C 7.72774 8.72989 3.81987 -0.089 -0.079 -0.278 -0.11
C 6.46346 7.87832 3.94816 -0.667 -0.153 -1.432 -0.14
O 5.59254 8.65057 4.75967 0.944 -0.147 0.880 0.05
H 7.81035 9.24351 2.86160 -0.239 0.163 0.055 0.13
H 8.64769 8.15381 3.92238 0.011 0.141 0.449 0.10
H 6.61505 6.86472 4.32526 0.139 0.198 0.478 0.12
H 5.95286 7.76883 2.98798 0.141 -0.030 -0.040 0.12
O 9.78532 2.85014 3.96107 0.660 0.339 0.119 0.16
C 9.27163 3.34837 3.01296 -1.550 -0.909 -0.366 -0.57
O 8.57579 4.48308 3.00532 -0.010 1.000 0.882 0.04
C 7.87735 4.68379 1.78234 0.514 0.099 -0.623 -0.09
C 8.59210 3.65030 0.86347 -0.192 1.218 0.646 -0.08
O 9.10083 2.73616 1.82560 0.569 -0.795 -0.450 0.07
H 6.80342 4.55895 1.91561 0.052 -0.453 0.143 0.13
H 8.03865 5.72471 1.50653 0.131 -0.084 -0.278 0.13
H 9.44990 4.12444 0.38467 -0.117 0.005 -0.216 0.11
H 7.94873 3.17543 0.13222 0.003 -0.275 0.154 0.13
```
Positions in Å, forces in eV/Å.

HOMO-LUMO gap   10.06 eV
E_LUMO   -0.016 Eh
SMILES   O=C1OC[C@@H](F)O1.C[C@H]1COC(=O)O1.C[C@H]1COC(=O)O1.C[C@H]1COC(=O)O1.C[C@H]1COC(=O)O1.O=C1OCCO1.O=C1OCCO1.O=C1OCCO1.O=C1OCCO1
Net charge   0
Strongest force on any atom   2.92 eV Å⁻¹
DFT total energy   -3338.4533 Eh
Energy relative to the best compared isomer or geometry (same formula, charge and spin)   0.0 kJ/mol

C31H43I2N3O5PtSSi as an isolated structure. Source: the Open Molecules 2025 dataset; level of theory: ωB97M-V/def2-TZVPD.

Geometry as XYZ:
```
87
Properties=species:S:1:pos:R:3:forces:R:3:lowdin_charge:R:1
Pt 0.10253 -0.36448 -0.33683 -0.323 -0.443 -0.094 0.47
C -0.56131 -3.70481 -4.04928 -0.020 0.009 -0.035 0.01
C 0.65313 -3.83696 -3.21092 0.078 0.014 -0.150 -0.19
N 1.28854 -4.99046 -3.21234 -0.003 0.080 0.080 0.15
C 2.38349 -5.13019 -2.46665 0.008 -0.038 -0.099 0.00
C 2.94054 -4.12183 -1.65136 -0.085 -0.061 0.017 -0.10
C 4.18054 -4.41121 -0.83668 0.005 0.016 0.036 -0.18
O 3.96260 -4.15153 0.54276 0.015 0.075 -0.051 -0.04
C 2.28594 -2.91486 -1.58476 -0.147 -0.167 0.123 -0.05
C 2.85661 -1.86093 -0.76263 0.210 0.002 -0.040 -0.03
N 2.23609 -0.91522 -0.17663 0.024 0.237 0.134 -0.05
C 3.04951 0.02212 0.54356 0.013 -0.088 0.075 -0.37
C 4.03960 -0.40531 1.42009 -0.040 -0.033 0.030 -0.01
C 4.83118 0.52949 2.07054 0.000 0.006 0.010 -0.04
C 4.64140 1.88625 1.85225 -0.010 -0.016 -0.001 -0.04
C 3.64432 2.32220 0.98897 -0.009 -0.022 0.029 -0.11
C 2.85546 1.38182 0.35372 -0.005 0.065 -0.024 -0.61
I 1.33077 1.96908 -0.93831 0.130 0.200 -0.175 1.22
C 1.10614 -2.69989 -2.39393 0.206 0.057 -0.028 -0.29
O 0.51766 -1.59910 -2.45005 -0.395 -0.058 0.133 -0.05
H -0.44633 -4.30904 -4.94679 -0.008 -0.013 0.013 0.10
H -0.76427 -2.66919 -4.30115 -0.029 0.058 -0.010 0.08
H -1.41884 -4.10277 -3.49743 -0.031 0.023 0.004 0.09
H 2.86778 -6.10003 -2.51519 -0.008 0.000 0.004 0.14
H 4.99741 -3.75956 -1.15537 0.004 -0.015 -0.030 0.14
H 4.51096 -5.43487 -1.01524 -0.014 -0.013 0.024 0.13
H 3.66807 -4.95587 0.98210 0.000 -0.003 0.011 0.11
H 3.94110 -1.87967 -0.66993 0.001 -0.009 0.061 0.15
H 4.17333 -1.46509 1.60449 -0.004 -0.004 -0.019 0.12
H 5.59650 0.19233 2.75597 0.002 0.006 -0.004 0.12
H 5.26271 2.61218 2.35825 -0.002 -0.003 0.003 0.12
H 3.48780 3.37889 0.82014 0.002 -0.003 -0.002 0.11
C -2.06250 2.68520 -1.47014 0.029 0.023 0.009 -0.07
C -3.16616 1.73527 -1.04900 0.046 0.066 0.009 -0.59
C -3.89081 2.25326 0.18323 0.011 -0.017 0.026 0.00
C -4.12946 1.50053 -2.19739 -0.003 -0.021 -0.003 -0.01
O -2.48346 0.46273 -0.71034 -0.071 -0.088 -0.093 -0.23
Si -3.19758 -0.89078 -0.13124 -0.026 0.084 0.161 -0.10
S -1.40977 -2.17791 0.09307 0.288 0.032 -0.237 0.52
O -3.66294 -0.64461 1.38390 0.168 -0.053 0.076 -0.15
C -4.48144 -1.41484 2.31799 -0.156 0.032 -0.033 -0.61
C -4.25015 -2.90458 2.12193 0.042 -0.001 0.005 -0.03
C -4.04218 -0.97423 3.70232 0.027 0.014 -0.008 -0.02
C -5.93182 -1.04245 2.05263 -0.004 -0.013 -0.018 -0.01
O -4.31319 -1.61030 -0.99599 -0.166 0.115 0.000 -0.12
C -4.63290 -2.31493 -2.22792 0.084 -0.057 0.023 -0.60
C -3.69195 -1.85599 -3.33316 0.027 -0.005 -0.044 -0.01
C -4.47128 -3.79812 -1.93173 0.049 0.024 0.033 -0.02
C -6.07856 -1.98181 -2.55065 -0.017 -0.064 -0.014 -0.01
H -1.44816 2.22039 -2.24555 -0.012 0.011 -0.016 0.07
H -1.44794 2.95992 -0.61168 0.009 -0.047 -0.049 0.02
H -2.49310 3.59413 -1.89005 -0.014 0.009 0.024 0.11
H -4.23548 3.27124 -0.00219 -0.006 -0.001 -0.005 0.11
H -3.22514 2.25812 1.04772 -0.023 0.024 -0.029 0.07
H -4.76123 1.64085 0.42188 0.005 -0.006 0.006 0.09
H -4.58047 2.45047 -2.48533 -0.013 -0.006 0.010 0.11
H -4.93282 0.82172 -1.91097 0.006 -0.017 -0.003 0.08
H -3.60703 1.09529 -3.06298 0.016 0.028 -0.004 0.09
H -3.19498 -3.15601 2.25374 0.000 0.005 0.013 0.07
H -4.57665 -3.23025 1.13329 0.010 0.005 -0.007 0.08
H -4.81756 -3.46467 2.86500 -0.013 0.001 -0.012 0.11
H -2.99631 -1.23766 3.87373 -0.012 0.006 0.004 0.07
H -4.64881 -1.46428 4.46356 0.000 0.001 -0.001 0.10
H -4.16266 0.10496 3.80641 -0.012 -0.007 -0.001 0.08
H -6.20682 -1.29238 1.02700 -0.004 -0.007 0.007 0.08
H -6.08711 0.02553 2.20916 0.004 0.001 0.000 0.09
H -6.59149 -1.58757 2.72799 0.005 0.005 0.006 0.10
H -2.67707 -1.71849 -2.95048 0.044 -0.074 -0.012 0.07
H -4.02168 -0.91641 -3.77154 0.023 0.016 0.025 0.08
H -3.65834 -2.59951 -4.12897 -0.021 0.001 -0.030 0.10
H -3.45228 -4.01922 -1.60265 0.007 -0.005 -0.019 0.07
H -4.68202 -4.38617 -2.82470 -0.009 0.001 0.005 0.10
H -5.16226 -4.10836 -1.14779 0.014 -0.003 0.008 0.09
H -6.19320 -0.93283 -2.82194 0.007 0.012 0.034 0.08
H -6.71818 -2.20025 -1.69577 -0.003 -0.019 -0.010 0.10
H -6.41515 -2.58766 -3.39265 0.003 0.020 -0.013 0.10
I -0.18406 0.11947 2.43716 0.097 0.153 0.078 1.14
C -1.01708 2.06760 2.66014 0.025 -0.102 0.078 -0.69
C -1.87474 2.25847 3.72886 -0.027 0.037 -0.015 -0.12
C -2.36134 3.54762 3.89221 -0.003 -0.005 -0.001 -0.03
C -1.97160 4.53788 3.00163 -0.010 -0.001 0.010 -0.03
C -1.10635 4.20642 1.97316 -0.010 -0.009 -0.016 -0.12
N -0.62733 2.96816 1.80281 0.022 0.042 0.043 0.00
H -2.14586 1.45577 4.39904 0.003 -0.003 -0.017 0.10
H -3.03475 3.77156 4.70881 0.003 0.005 0.003 0.13
H -2.32764 5.55298 3.10532 -0.001 0.000 -0.003 0.12
H -0.77697 4.94929 1.25690 0.002 -0.002 -0.005 0.12
```
Positions in Å, forces in eV/Å.

Multiplicity   5
HOMO-LUMO gap (alpha / beta)   7.77 / 5.85 eV
E_LUMO (alpha / beta)   -0.214 / -0.304 Eh
Net charge   +2
Strongest force on any atom   0.56 eV Å⁻¹
DFT total energy   -3149.4893 Eh
Energy relative to the best compared isomer or geometry (same formula, charge and spin)   0.0 kJ/mol

What is the net charge in the second record?
+2